Record 1
Below is a single C5H7NO molecule, with properties calculated with the ωB97M-V functional and the def2-TZVPD basis.

Results
**Kohn-Sham gap**: 9.367 eV
**SMILES string**: Cc1cc(N)co1
**LUMO**: 1.02 eV
**HOMO energy**: -8.35 eV
**Net charge**: 0

Last column: natural (NBO) charge in e.
Element x y z (Å)
C1 -1.0859 -0.5684 -2.1451  -0.658
C2 -0.6228 -0.3239 -0.7446  0.298
C3 0.5548 0.1930 -0.3114  -0.347
C4 0.4683 0.2633 1.1231  0.044
N1 1.3951 0.6915 2.1117  -0.835
C5 -0.7448 -0.2422 1.4408  0.064
O1 -1.4373 -0.5904 0.3150  -0.410
H1 -1.9151 -1.2763 -2.2182  0.232
H2 -0.2454 -0.9633 -2.7265  0.228
H3 -1.4021 0.3693 -2.6157  0.225
H4 1.3886 0.4458 -0.9516  0.221
H5 1.5407 1.6946 2.0961  0.368
H6 2.2901 0.2371 1.9935  0.365
H7 -1.1243 -0.5201 2.4106  0.206

Record 2
Below is 2 unconnected molecules or ions with the total composition C4H15N3O at a distorted geometry, with properties calculated with the ωB97M-V functional and the def2-TZVPD basis.

Results
**Kohn-Sham gap (alpha / beta)**: 1.875 / 8.977 eV
**LUMO (alpha / beta)**: 3.12 / 3.03 eV
**HOMO energy (alpha / beta)**: 1.25 / -5.95 eV
**Net charge**: -1
**Multiplicity**: 2

Last column: Löwdin spin population.
Element x y z (Å)
N1 1.1830 0.8720 0.3487  0.018
C1 0.4946 0.0665 -0.6495  0.013
C2 0.1687 -1.2571 0.0954  0.030
C3 1.0012 -2.4792 -0.4371  0.011
N2 2.1733 -2.2074 -1.2172  0.006
C4 -0.7882 0.7854 -1.2033  0.052
N3 -0.4640 2.0892 -1.8071  0.011
H1 0.6637 1.3655 0.8943  0.039
H2 1.9457 0.4189 0.6162  0.008
H3 1.2135 -0.0814 -1.5435  0.001
H4 -0.9153 -1.3349 -0.0100  0.008
H5 0.3335 -1.1324 1.1996  0.015
H6 1.4122 -3.0092 0.4540  0.002
H7 0.2924 -3.1850 -0.9032  0.002
H8 2.6430 -1.3892 -0.7386  0.004
H9 2.1311 -2.1942 -2.2065  0.003
H10 -1.2429 0.2461 -2.0179  0.006
H11 -1.4328 1.0313 -0.3391  0.036
H12 -0.2943 2.9150 -1.2535  0.013
H13 0.3419 2.0142 -2.3907  0.002
H14 -3.3787 2.7813 3.9275  0.115
H15 -3.9753 1.7916 5.0499  0.142
O1 -3.5064 1.8931 4.1317  0.464

Record 3
Below is a molecular structure, C58H59BBrCsF6N10O5Sb at a distorted geometry, with properties calculated with the ωB97M-V functional and the def2-TZVPD basis.

Results
**Kohn-Sham gap (alpha / beta)**: 5.868 / 6.080 eV
**LUMO (alpha / beta)**: 3.26 / 3.26 eV
**HOMO energy (alpha / beta)**: -2.60 / -2.82 eV
**Net charge**: -2
**Multiplicity**: 2

Last column: Löwdin spin population.
Element x y z (Å)
Cs1 0.6559 -1.0919 0.2156  0.024
C1 1.0673 4.3032 1.2575  0.000
C2 0.7555 3.9414 -0.1911  0.000
C3 -0.6197 4.3985 -0.6104  0.000
C4 -0.8369 4.9099 -1.8890  0.000
C5 -2.1219 5.2361 -2.2812  0.000
C6 -3.1637 5.0394 -1.3906  0.000
C7 -2.8561 4.5305 -0.1381  0.000
N1 -1.6224 4.2324 0.2536  0.000
N2 1.9562 3.3601 1.9135  0.000
C8 1.8024 3.2115 3.3500  0.000
C9 2.0436 1.7915 3.7982  0.000
C10 3.2451 1.4048 4.3663  0.000
C11 3.4637 0.0573 4.6279  0.000
C12 2.4659 -0.8470 4.3327  0.002
C13 1.2708 -0.3535 3.8172  0.003
N3 1.0550 0.9283 3.5512  0.001
C14 3.3187 3.3435 1.4174  0.000
C15 3.8525 1.9791 0.9799  0.000
C16 4.9857 1.4529 1.5883  0.000
C17 5.3998 0.1704 1.2685  0.000
C18 4.6806 -0.5537 0.3458  0.001
C19 3.5858 0.0517 -0.2487  0.001
N4 3.1756 1.2815 0.0498  0.000
H1 0.1245 4.2937 1.7994  0.000
H2 1.4769 5.3313 1.2871  0.000
H3 0.8137 2.8535 -0.2881  0.000
H4 1.4937 4.3522 -0.8823  0.000
H5 -0.0028 5.0189 -2.5709  0.000
H6 -2.3124 5.6249 -3.2746  0.000
H7 -4.1879 5.2594 -1.6598  0.000
H8 -3.6400 4.3380 0.5868  0.000
H9 0.7730 3.4625 3.6042  0.000
H10 2.4814 3.8876 3.9024  0.000
H11 4.0086 2.1463 4.5737  0.000
H12 4.4126 -0.2779 5.0295  0.000
H13 2.5911 -1.9138 4.4547  0.002
H14 0.4582 -1.0358 3.6018  0.003
H15 4.0099 3.7408 2.1778  0.000
H16 3.3555 3.9972 0.5416  0.000
H17 5.5166 2.0331 2.3331  0.000
H18 6.2577 -0.2674 1.7635  0.000
H19 4.9360 -1.5758 0.1052  0.000
H20 2.9994 -0.4750 -0.9950  0.000
N5 -1.4240 -3.4924 0.0325  0.001
C20 -2.3463 -2.5667 -0.3063  0.000
O1 -2.9551 -2.5715 -1.3719  0.000
C21 -2.5673 -1.5002 0.7488  0.000
C22 -3.5825 -1.9612 1.8076  0.001
H21 -1.2511 -4.2635 -0.5918  0.000
H22 -1.1310 -3.6119 1.0114  0.002
H23 -2.9233 -0.5930 0.2684  0.000
H24 -1.6308 -1.2672 1.2512  0.000
H25 -3.1841 -2.8103 2.3734  0.001
H26 -4.5077 -2.3029 1.3317  0.000
Br1 6.9966 3.4587 -8.3374  0.000
C23 6.0801 1.8102 -8.0543  0.000
C24 5.3691 1.2396 -9.0932  0.000
C25 4.7167 0.0341 -8.8886  0.000
C26 4.7483 -0.6098 -7.6472  0.000
C27 5.4764 -0.0002 -6.6105  0.000
C28 6.1423 1.1935 -6.8125  0.000
N6 4.2625 -1.9227 -7.5708  0.000
N7 3.6369 -2.4205 -6.5861  0.000
C29 2.9649 -1.7245 -5.6252  0.000
C30 2.5958 -0.3625 -5.6805  0.000
C31 1.9160 0.2586 -4.6745  0.000
C32 1.5094 -0.4194 -3.4708  0.000
O2 0.9299 0.1547 -2.5367  0.000
C33 1.8249 -1.8646 -3.4277  0.000
N8 1.4273 -2.5266 -2.3208  0.000
C34 1.6951 -3.8065 -2.2116  0.001
C35 2.3919 -4.5216 -3.1997  0.000
C36 2.8043 -3.8635 -4.3276  0.000
C37 2.5212 -2.4889 -4.4777  0.000
H27 5.3312 1.7259 -10.0591  0.000
H28 4.1663 -0.4330 -9.6957  0.000
H29 5.5116 -0.4762 -5.6392  0.000
H30 6.6983 1.6512 -6.0055  0.000
H31 2.8344 0.2010 -6.5716  0.000
H32 1.6610 1.3082 -4.7531  0.000
H33 1.3812 -4.2950 -1.2936  0.001
H34 2.6079 -5.5713 -3.0505  0.000
H35 3.3557 -4.3625 -5.1127  0.000
F1 2.1806 -1.7049 1.8401  0.162
Sb1 1.4521 -3.7521 2.7367  0.247
F2 1.3244 -3.2934 4.6580  0.119
F3 -0.7296 -3.6119 2.6680  0.177
F4 1.3900 -5.5909 3.2992  0.045
F5 1.7162 -4.5879 0.9152  0.134
F6 3.3543 -3.8170 3.0662  0.067
C38 -4.6700 5.5604 5.0437  0.000
C39 -3.4682 4.6418 5.3034  0.000
C40 -3.0873 4.7082 6.7887  0.000
C41 -2.2786 5.1533 4.4883  0.000
C42 -3.8437 3.2064 4.9252  0.000
C43 -4.8458 2.5400 5.6385  0.000
C44 -5.2382 1.2327 5.3491  0.000
C45 -4.5928 0.6037 4.3101  0.000
O3 -4.7622 -0.6624 3.8017  0.000
B1 -3.8400 -0.7579 2.7487  0.001
O4 -3.1326 0.4316 2.6236  0.000
C46 -3.6057 1.2579 3.5932  0.000
C47 -3.2124 2.5451 3.8703  0.000
H36 -4.4238 6.5958 5.2948  0.000
H37 -5.5322 5.2577 5.6401  0.000
H38 -4.9580 5.5200 3.9915  0.000
H39 -2.8281 5.7333 7.0664  0.000
H40 -2.2267 4.0679 6.9907  0.000
H41 -3.9054 4.3819 7.4314  0.000
H42 -2.0123 6.1601 4.8171  0.000
H43 -2.5115 5.2005 3.4229  0.000
H44 -1.4059 4.5114 4.6196  0.000
H45 -5.3465 3.0478 6.4536  0.000
H46 -6.0091 0.7313 5.9187  0.000
H47 -2.4294 2.9949 3.2760  0.000
C48 -4.0011 0.3723 -5.5322  0.000
N9 -3.6227 1.2534 -4.4363  0.000
N10 -4.1616 0.9595 -3.1766  0.000
C49 -3.1917 1.1069 -2.1799  0.000
O5 -3.4423 1.0762 -0.9876  0.000
C50 -1.9701 1.3948 -2.9035  0.000
C51 -2.2665 1.4547 -4.2125  0.000
C52 -1.3641 1.7280 -5.3650  0.000
C53 -5.5075 0.6277 -2.9788  0.000
C54 -6.5156 1.2676 -3.6939  0.000
C55 -7.8392 0.8920 -3.5089  0.000
C56 -8.1632 -0.0944 -2.5904  0.000
C57 -7.1530 -0.7054 -1.8552  0.000
C58 -5.8268 -0.3603 -2.0480  0.000
H48 -5.0777 0.2322 -5.5351  0.000
H49 -3.5237 -0.6107 -5.4519  0.000
H50 -3.7059 0.8467 -6.4656  0.000
H51 -0.9899 1.4735 -2.4596  0.000
H52 -0.4107 2.0855 -4.9866  0.000
H53 -1.7963 2.4794 -6.0286  0.000
H54 -1.1689 0.8237 -5.9457  0.000
H55 -6.2614 2.0707 -4.3745  0.000
H56 -8.6173 1.3798 -4.0832  0.000
H57 -9.1950 -0.3917 -2.4517  0.000
H58 -7.3989 -1.4747 -1.1344  0.000
H59 -5.0291 -0.8560 -1.5107  0.000

Taking the records one at a time from the top gives electronic energy values of -324.69243 -400.77568 -6628.12314 Ha.
Taking the records one at a time from the top gives energy relative to the best compared isomer or geometry (same formula, charge and spin) values of 84.10 211.61 0.00 kJ/mol.